(1)
# C39H51BrIrN3O4Se

A structure of composition C39H51BrIrN3O4Se in a non-equilibrium geometry (ωB97M-V/def2-TZVPD, OMol25).

```
100
Properties=species:S:1:pos:R:3
Ir 0.24 1.13 -1.96
C -4.32 1.10 3.99
C -4.45 -0.29 3.35
C -5.94 -0.56 3.13
C -3.89 -1.35 4.30
C -3.66 -0.31 2.04
C -2.34 0.12 2.02
C -1.64 0.18 0.83
Se 0.08 1.11 0.86
C 1.64 -0.04 1.08
C 2.15 -0.25 2.34
C 3.40 -0.84 2.51
C 4.06 -1.26 1.36
C 3.60 -1.05 0.07
C 2.36 -0.38 -0.10
O 1.91 -0.07 -1.26
C 4.52 -1.44 -1.08
C 3.91 -1.31 -2.48
C 4.94 -2.91 -0.93
C 5.75 -0.53 -1.02
C 4.02 -0.95 3.89
C 3.16 -1.86 4.77
C 5.45 -1.51 3.86
C 4.10 0.46 4.49
C -2.21 -0.17 -0.42
O -1.57 -0.06 -1.53
C -3.56 -0.65 -0.38
C -4.22 -0.71 0.83
C -4.24 -1.04 -1.69
C -3.46 -2.19 -2.33
C -5.68 -1.51 -1.50
C -4.25 0.16 -2.64
H -4.92 1.15 4.89
H -3.29 1.34 4.26
H -4.67 1.87 3.30
H -6.47 -0.43 4.07
H -6.36 0.13 2.40
H -6.10 -1.58 2.79
H -4.46 -1.35 5.24
H -3.98 -2.34 3.85
H -2.85 -1.18 4.53
H -1.84 0.42 2.92
H 1.56 0.08 3.19
H 5.02 -1.74 1.46
H 3.04 -1.95 -2.58
H 3.62 -0.29 -2.70
H 4.65 -1.63 -3.21
H 4.07 -3.55 -0.90
H 5.55 -3.20 -1.79
H 5.54 -3.08 -0.04
H 5.45 0.51 -1.13
H 6.27 -0.63 -0.07
H 6.43 -0.78 -1.83
H 3.09 -2.85 4.32
H 3.60 -1.96 5.76
H 2.15 -1.47 4.87
H 5.47 -2.53 3.48
H 6.11 -0.89 3.26
H 5.84 -1.53 4.87
H 3.10 0.87 4.66
H 4.63 0.44 5.44
H 4.63 1.13 3.82
H -5.23 -1.07 0.83
H -3.36 -3.02 -1.64
H -3.98 -2.54 -3.22
H -2.47 -1.86 -2.63
H -5.73 -2.41 -0.90
H -6.30 -0.73 -1.05
H -6.11 -1.74 -2.48
H -3.24 0.46 -2.89
H -4.78 -0.10 -3.55
H -4.76 1.01 -2.18
Br 0.19 -2.53 -1.72
C 0.41 -1.86 -3.47
C 0.52 -2.77 -4.51
C 0.78 -2.28 -5.78
C 0.93 -0.91 -5.95
C 0.78 -0.08 -4.85
N 0.51 -0.55 -3.64
C 0.95 1.45 -4.99
O 1.34 1.88 -6.06
O 0.66 2.12 -3.95
H 0.40 -3.82 -4.32
H 0.88 -2.96 -6.61
H 1.17 -0.47 -6.91
C 0.91 6.37 0.31
C 0.18 5.30 -0.42
C -1.15 5.18 -0.76
C -1.27 3.95 -1.43
N -0.08 3.37 -1.49
N 0.79 4.19 -0.88
C -2.47 3.30 -2.01
H 0.26 7.22 0.48
H 1.78 6.70 -0.26
H 1.27 6.00 1.27
H -1.94 5.87 -0.55
H 1.77 3.95 -0.84
H -3.03 4.00 -2.63
H -3.12 2.92 -1.23
H -2.14 2.47 -2.63
```

## Properties
- Kohn-Sham gap (alpha / beta) (eV) = 7.790 / 5.474
- E_LUMO (alpha / beta) (eV) = 0.2 / -1.9
- 2S+1 = 5
- net charge = 0
- E_HOMO (alpha / beta) (eV) = -7.6 / -7.4

=====

(2)
# C3H4N4O

A cluster of 2 separate species, C3H4N4O in total in a non-equilibrium geometry (ωB97M-V/def2-TZVPD, OMol25).

```
12
Properties=species:S:1:pos:R:3
C -0.92 -0.92 -0.85
C -1.47 0.71 0.28
C 1.31 1.16 0.65
N -0.97 0.38 -0.92
N -1.62 -0.27 1.12
N 1.76 -1.04 0.09
N 1.66 0.17 0.15
O -1.31 -1.39 0.37
H -0.46 -1.60 -1.69
H -1.82 1.70 0.66
H 1.16 2.25 0.58
H 2.70 -1.14 -0.44
```

## Properties
- Kohn-Sham gap (eV) = 9.517
- E_LUMO (eV) = 0.8
- net charge = 0
- E_HOMO (eV) = -8.7
- ΔE to the lowest compared entry with this formula, charge and spin (kcal per mole) = 133.0

=====

Table of molecular weight (g/mol), in record order: 976.94 112.09